1.
DFT (the ωB97M-V functional and the def2-TZVPD basis) results for a molecular structure, C2H2Br3NO2 in a non-equilibrium geometry.

Output
E_HOMO: -10.057 eV
Relative energy (zero: lowest compared OMol25 entry of this formula, charge and spin): 33.6 kcal/mol
M: 311.8 g/mol
E_LUMO: -1.07 eV
Calculated total energy: -217813.656 eV
Kohn-Sham gap: 0.3304 Ha

CARTESIAN COORDINATES (ANGSTROEM)
1 C 0.70815 0.57455 0.19830
2 C -0.67250 -0.52150 -0.97943
3 N 0.33463 0.10918 1.54322
4 O 0.99619 -0.79928 1.99893
5 O -0.59867 0.63682 2.05528
6 Br 0.44034 2.37554 -0.05562
7 Br 0.00057 -2.30949 -1.31350
8 Br -1.02043 0.43647 -2.55750
9 H 1.52968 0.12365 -0.33700
10 H -1.71795 -0.62593 -0.55267

=====

2.
DFT (the ωB97M-V functional and the def2-TZVPD basis) results for 2 unconnected molecules or ions with the total composition C2H2BrCl3S in a non-equilibrium geometry.

Output
E_HOMO: -8.983 eV
Relative energy (zero: lowest compared OMol25 entry of this formula, charge and spin): 59.7 kcal/mol
M: 244.4 g/mol
E_LUMO: -0.61 eV
Calculated total energy: -120548.254 eV
Kohn-Sham gap: 0.3078 Ha

CARTESIAN COORDINATES (ANGSTROEM)
1 C 2.05775 -0.88726 0.82896
2 C -1.85043 0.48877 -0.13549
3 S 2.57922 -0.29325 -0.62536
4 Cl 1.83752 -2.55458 1.13750
5 Cl -2.62073 1.71811 -0.99381
6 Cl 2.49984 1.63522 -0.10748
7 Br -0.76474 -0.76070 -1.10647
8 H -2.59451 -0.22892 0.48062
9 H -1.14392 0.88262 0.52152

=====

3.
DFT (the ωB97M-V functional and the def2-TZVPD basis) results for a molecular structure, C2H2BrF3O in a non-equilibrium geometry.

Output
E_HOMO: -10.849 eV
Relative energy (zero: lowest compared OMol25 entry of this formula, charge and spin): 17.4 kcal/mol
M: 178.9 g/mol
E_LUMO: 0.57 eV
Calculated total energy: -82348.024 eV
Kohn-Sham gap: 0.4198 Ha

CARTESIAN COORDINATES (ANGSTROEM)
1 C -0.22789 0.42536 -0.31246
2 C 0.26290 -0.91197 0.20827
3 O -0.98087 1.14913 0.52576
4 F 1.09434 -1.60939 -0.61099
5 F 0.96256 -0.83896 1.36522
6 F -0.82073 -1.66724 0.34502
7 Br 1.30437 1.34059 -0.96282
8 H -1.07336 0.14048 -1.35469
9 H -0.52132 1.97201 0.79670

=====

4.
DFT (the ωB97M-V functional and the def2-TZVPD basis) results for C2H2BrFO in the gas phase in a non-equilibrium geometry.

Output
E_HOMO (spin up / spin down): -7.203 / -9.810 eV
Relative energy (zero: lowest compared OMol25 entry of this formula, charge and spin): 23.0 kcal/mol
M: 140.9 g/mol
E_LUMO (spin up / spin down): 0.82 / -3.08 eV
Spin multiplicity: 3
Calculated total energy: -76908.836 eV
Kohn-Sham gap (spin up / spin down): 0.2947 / 0.2474 Ha

CARTESIAN COORDINATES (ANGSTROEM)
1 C 1.16443 0.13566 -0.05174
2 C -0.09004 -0.25538 0.05750
3 O -1.00902 0.72326 0.08117
4 F -0.56645 -1.49259 0.02868
5 Br -2.78507 0.27428 0.00070
6 H 1.89433 -0.64958 -0.08890
7 H 1.39183 1.26435 -0.02741

=====

5.
DFT (the ωB97M-V functional and the def2-TZVPD basis) results for a molecular structure, C2H2BrI in a non-equilibrium geometry.

Output
E_HOMO (spin up / spin down): -8.996 / -8.200 eV
Relative energy (zero: lowest compared OMol25 entry of this formula, charge and spin): 69.2 kcal/mol
M: 232.8 g/mol
E_LUMO (spin up / spin down): -0.26 / -0.19 eV
Calculated total energy: -80245.179 eV
Kohn-Sham gap (spin up / spin down): 0.3211 / 0.2945 Ha

CARTESIAN COORDINATES (ANGSTROEM)
1 C -0.68506 0.41072 0.77906
2 C 0.44477 -0.22443 -0.45921
3 Br 1.04227 0.90970 -1.92911
4 I 0.99011 -2.11523 -0.32687
5 H -0.88645 -0.42582 1.45230
6 H -0.90564 1.44505 0.48384

=====

6.
DFT (the ωB97M-V functional and the def2-TZVPD basis) results for 2 unconnected molecules or ions with the total composition C2H2BrN in a non-equilibrium geometry.

Output
E_HOMO: -8.442 eV
Relative energy (zero: lowest compared OMol25 entry of this formula, charge and spin): 99.9 kcal/mol
M: 119.9 g/mol
E_LUMO: -0.43 eV
Calculated total energy: -73633.841 eV
Kohn-Sham gap: 0.2946 Ha

CARTESIAN COORDINATES (ANGSTROEM)
1 C 1.37271 -0.94711 -0.45566
2 C -0.99019 1.41874 0.36042
3 N 0.93435 0.11526 -0.47808
4 Br -2.08535 -0.00360 -0.06446
5 H 1.38233 -1.95750 -0.80102
6 H -0.61385 1.37421 1.43881

=====

7.
DFT (the ωB97M-V functional and the def2-TZVPD basis) results for C2H2Cl2N2 in the gas phase in a non-equilibrium geometry.

Output
E_HOMO (spin up / spin down): -9.334 / -9.408 eV
Relative energy (zero: lowest compared OMol25 entry of this formula, charge and spin): 79.8 kcal/mol
SMILES: ClNC#CNCl
M: 125.0 g/mol
E_LUMO (spin up / spin down): -1.91 / -2.04 eV
Calculated total energy: -30126.024 eV
Kohn-Sham gap (spin up / spin down): 0.2728 / 0.2708 Ha

CARTESIAN COORDINATES (ANGSTROEM)
1 Cl -2.81054 1.43943 0.77827
2 N -1.37584 0.86903 -0.72482
3 C -0.30728 0.32595 -0.52431
4 C 0.68431 -0.05727 0.38992
5 N 1.36250 -0.99992 0.73699
6 Cl 0.82374 -2.89292 0.62017
7 H -1.62926 1.12694 -1.70190
8 H 2.18124 -1.08228 1.31814

=====

8.
DFT (the ωB97M-V functional and the def2-TZVPD basis) results for C2H2Cl2N2 in the gas phase in a non-equilibrium geometry.

Output
E_HOMO: -10.095 eV
Relative energy (zero: lowest compared OMol25 entry of this formula, charge and spin): 28.0 kcal/mol
SMILES: ClCC1(Cl)N=N1
M: 125.0 g/mol
E_LUMO: 0.36 eV
Calculated total energy: -30128.269 eV
Kohn-Sham gap: 0.3843 Ha

CARTESIAN COORDINATES (ANGSTROEM)
1 Cl -1.59537 -0.84930 0.85332
2 C -0.92157 0.42416 -0.01522
3 C 0.78597 -0.02752 -0.16810
4 Cl 1.90711 1.16285 -0.84516
5 N 0.98332 -1.45494 -0.24592
6 N 1.18505 -1.06304 0.87866
7 H -1.23421 0.42962 -0.97282
8 H -1.11030 1.37815 0.51523

=====

9.
DFT (the ωB97M-V functional and the def2-TZVPD basis) results for C2H2Cl2O in the gas phase in a non-equilibrium geometry.

Output
E_HOMO: -10.631 eV
Relative energy (zero: lowest compared OMol25 entry of this formula, charge and spin): 14.6 kcal/mol
SMILES: O=CC(Cl)Cl
M: 112.9 g/mol
E_LUMO: 0.08 eV
Calculated total energy: -29197.853 eV
Kohn-Sham gap: 0.3935 Ha

CARTESIAN COORDINATES (ANGSTROEM)
1 O -0.91573 1.57495 0.56188
2 C -0.59316 0.43001 0.63722
3 C 0.24173 -0.30476 -0.45499
4 Cl 0.69032 -1.94881 0.01976
5 Cl 1.70156 0.67789 -0.80505
6 H -0.77851 -0.18040 1.40385
7 H -0.34621 -0.24888 -1.36266

=====

10.
DFT (the ωB97M-V functional and the def2-TZVPD basis) results for C2H2Cl2O2S in the gas phase in a non-equilibrium geometry.

Output
E_HOMO (spin up / spin down): -8.695 / -8.694 eV
Relative energy (zero: lowest compared OMol25 entry of this formula, charge and spin): 42.1 kcal/mol
M: 161.0 g/mol
E_LUMO (spin up / spin down): -0.61 / -0.61 eV
Calculated total energy: -42079.326 eV
Kohn-Sham gap (spin up / spin down): 0.2972 / 0.2972 Ha

CARTESIAN COORDINATES (ANGSTROEM)
1 C -0.40317 0.02736 -0.19857
2 C 0.85025 0.39369 0.55582
3 O -3.04242 -0.42399 -0.22482
4 O -0.33699 -0.64400 -1.26018
5 S -1.98013 0.26625 0.59175
6 Cl 1.59864 1.79609 -0.26027
7 Cl 1.97864 -0.95290 0.39662
8 H 0.85543 0.66878 1.68836
9 H 0.47974 -1.13128 -1.28872

=====

11.
DFT (the ωB97M-V functional and the def2-TZVPD basis) results for C2H2Cl2OS in the gas phase in a non-equilibrium geometry.

Output
E_HOMO: -9.418 eV
Relative energy (zero: lowest compared OMol25 entry of this formula, charge and spin): 21.8 kcal/mol
SMILES: OC(=S)C(Cl)Cl
M: 145.0 g/mol
E_LUMO: -0.65 eV
Calculated total energy: -40032.822 eV
Kohn-Sham gap: 0.3223 Ha

CARTESIAN COORDINATES (ANGSTROEM)
1 O -0.60121 -0.11531 1.49995
2 C -0.79046 -0.09660 0.16468
3 S -2.32242 -0.07392 -0.57070
4 C 0.53536 0.06626 -0.50119
5 Cl 1.62471 -1.27596 -0.31221
6 Cl 1.06974 1.73561 -0.19029
7 H 0.30665 -0.35441 1.52618
8 H 0.17764 0.11432 -1.61640

=====

12.
DFT (the ωB97M-V functional and the def2-TZVPD basis) results for C2H2Cl2S in the gas phase in a non-equilibrium geometry.

Output
E_HOMO: -9.412 eV
Relative energy (zero: lowest compared OMol25 entry of this formula, charge and spin): 37.1 kcal/mol
SMILES: S=CC(Cl)Cl
M: 129.0 g/mol
E_LUMO: -1.10 eV
Calculated total energy: -37984.287 eV
Kohn-Sham gap: 0.3053 Ha

CARTESIAN COORDINATES (ANGSTROEM)
1 S -1.25796 1.82122 1.06498
2 C -0.08157 0.88130 0.32960
3 C 0.08208 -0.62382 -0.06450
4 Cl -1.04467 -1.72008 0.64961
5 Cl 0.46915 -0.64387 -1.78723
6 H 0.80683 1.11529 -0.31789
7 H 1.02612 -0.83005 0.12544